a) {
  "formula": "C3H14NO2S2",
  "method": "ωB97M-V with the def2-TZVPD basis set",
  "species": ["N", "C", "C", "S", "S", "C", "H", "H", "H", "H", "H", "H", "H", "H", "H", "H", "H", "H", "O", "H", "H", "O"],
  "positions_angstrom": [[1.939, 0.118, 1.642], [0.493, -0.104, 1.845], [-0.380, 0.945, 1.181], [0.177, 1.437, -0.478], [0.163, -0.288, -1.522], [-1.565, -0.464, -1.968], [2.428, -0.712, 1.208], [2.413, 0.347, 2.518], [2.067, 0.920, 1.016], [0.224, -0.221, 2.895], [0.188, -1.074, 1.449], [-1.418, 0.589, 1.213], [-0.563, 1.838, 1.793], [-2.162, -0.752, -1.097], [-1.732, -1.217, -2.733], [-2.010, 0.482, -2.275], [3.720, -2.316, 0.121], [2.446, -1.932, -0.678], [2.849, -1.902, 0.173], [-3.688, -0.823, 1.716], [-4.368, 0.377, 0.981], [-3.660, -0.288, 0.910]],
  "mulliken_charge": [-0.122, -0.609, -0.476, -0.127, -0.016, -0.749, 0.286, 0.399, 0.313, 0.367, 0.302, 0.185, 0.419, 0.163, 0.363, 0.323, 0.314, 0.291, -0.626, 0.320, 0.314, -0.633],
  "total_charge": 1,
  "lumo_energy_ev": -2.91,
  "homo_lumo_gap_ev": 9.5
}


b) {
  "formula": "C3H14NO2S2",
  "method": "ωB97M-V with the def2-TZVPD basis set",
  "species": ["N", "C", "C", "C", "S", "S", "H", "H", "H", "H", "H", "H", "H", "H", "H", "H", "H", "H", "O", "H", "H", "O"],
  "positions_angstrom": [[-0.870, -0.244, 1.823], [0.314, -0.878, 1.120], [1.481, 0.093, 1.215], [-0.059, -1.243, -0.338], [-1.827, -1.094, -0.774], [-1.903, -0.372, -2.670], [-0.589, 0.029, 2.763], [-1.197, 0.570, 1.271], [-1.614, -0.935, 1.887], [0.599, -1.774, 1.645], [1.952, -0.018, 2.193], [2.258, -0.087, 0.483], [1.184, 1.127, 1.092], [0.541, -0.651, -1.026], [0.173, -2.285, -0.507], [-1.463, -1.365, -3.460], [1.222, 1.006, -3.250], [1.730, -0.391, -3.464], [1.393, 0.189, -2.766], [-0.940, 2.832, 0.156], [-1.427, 3.065, 1.578], [-0.959, 2.423, 1.029]],
  "mulliken_charge": [-0.345, 0.236, -1.409, -0.361, -0.144, -0.165, 0.362, 0.355, 0.359, 0.370, 0.431, 0.381, 0.357, 0.022, 0.428, 0.170, 0.300, 0.302, -0.610, 0.313, 0.283, -0.637],
  "total_charge": 1,
  "lumo_energy_ev": -3.08,
  "homo_lumo_gap_ev": 9.2
}


Most stable: a) (next structure +26.3 kJ/mol)


a) {
  "formula": "C3H12O4",
  "method": "ωB97M-V with the def2-TZVPD basis set",
  "species": ["C", "C", "C", "O", "H", "H", "H", "H", "H", "H", "H", "H", "O", "H", "H", "O", "H", "H", "O"],
  "positions_angstrom": [[-0.088, -0.173, 2.946], [-0.273, -0.002, 1.528], [-0.891, -0.937, 0.704], [-1.374, -0.627, -0.539], [-0.687, 0.531, 3.569], [-0.313, -1.255, 3.184], [0.966, -0.060, 3.140], [-0.110, 1.036, 1.096], [-0.934, -1.905, 1.249], [-0.736, -1.056, -1.175], [0.837, -1.202, -2.492], [-0.171, -1.606, -3.470], [0.041, -1.800, -2.560], [-0.541, 1.694, -0.480], [-0.556, 3.267, -0.847], [-0.196, 2.409, -1.103], [1.215, 1.128, -1.868], [2.119, 0.269, -1.039], [1.690, 0.288, -1.843]],
  "lowdin_spin": [0.081, 0.377, 0.311, 0.133, 0.025, -0.001, 0.029, 0.009, 0.010, 0.014, 0.000, 0.000, 0.013, -0.001, 0.000, -0.001, 0.000, 0.000, 0.001],
  "total_charge": 1,
  "lumo_energy_ev": [-4.76, -8.61],
  "spin_multiplicity": 2,
  "homo_lumo_gap_ev": [10.6, 6.8],
  "s_squared": 0.7526
}


b) {
  "formula": "C3H12O4",
  "method": "ωB97M-V with the def2-TZVPD basis set",
  "species": ["C", "O", "C", "C", "O", "H", "H", "H", "H", "H", "H", "H", "H", "H", "H", "O", "H", "H", "O"],
  "positions_angstrom": [[1.470, 1.131, 0.438], [1.704, 2.337, 1.254], [0.039, 0.818, 0.490], [-0.386, -0.237, -0.525], [-1.891, -0.254, -0.540], [1.702, 1.368, -0.655], [2.053, 0.174, 0.733], [2.682, 2.361, 1.212], [-0.141, 0.257, 1.441], [-0.566, 1.627, 0.392], [-0.052, -0.043, -1.511], [0.005, -1.241, -0.203], [-2.406, 0.544, -0.766], [2.878, -2.460, -3.208], [2.082, -2.089, -1.786], [2.511, -1.740, -2.620], [-4.076, -0.881, 2.037], [-2.710, -0.954, 1.173], [-3.346, -1.460, 1.746]],
  "lowdin_spin": [0.141, 0.574, 0.045, 0.008, 0.008, 0.094, 0.051, 0.002, 0.025, 0.004, 0.001, 0.000, 0.000, 0.000, 0.000, 0.000, 0.000, -0.001, 0.047],
  "total_charge": 1,
  "lumo_energy_ev": [-3.95, -10.93],
  "spin_multiplicity": 2,
  "homo_lumo_gap_ev": [10.0, 2.6],
  "s_squared": 0.7552
}


Most stable: a) (next structure +247.0 kJ/mol)


a) {
  "formula": "C27H41B2F4N10O6Ti",
  "method": "ωB97M-V with the def2-TZVPD basis set",
  "species": ["Ti", "C", "C", "N", "O", "B", "F", "F", "O", "N", "C", "C", "C", "N", "O", "B", "F", "F", "O", "N", "C", "C", "C", "H", "H", "H", "H", "H", "H", "H", "H", "H", "H", "H", "H", "C", "N", "C", "C", "N", "C", "C", "N", "C", "C", "N", "C", "N", "C", "C", "C", "N", "C", "H", "H", "H", "H", "H", "H", "H", "H", "H", "H", "H", "H", "H", "H", "H", "H", "H", "H", "H", "H", "H", "H", "H", "H", "O", "C", "O", "C", "C", "C", "C", "C", "C", "H", "H", "H", "H", "H"],
  "positions_angstrom": [[-0.198, -0.616, -0.590], [0.702, -0.253, -4.914], [0.640, -0.164, -3.433], [0.118, -1.044, -2.671], [-0.406, -2.160, -3.211], [-1.161, -2.931, -2.159], [-0.370, -2.747, -0.956], [-1.340, -4.200, -2.534], [-2.446, -2.247, -1.896], [-2.135, -0.989, -1.528], [-2.994, -0.066, -1.700], [-4.335, -0.263, -2.313], [-2.503, 1.263, -1.281], [-1.319, 1.272, -0.772], [-0.879, 2.482, -0.419], [0.564, 2.971, -0.407], [0.804, 3.550, 0.809], [0.637, 3.877, -1.452], [1.563, 1.873, -0.620], [1.064, 0.892, -1.410], [1.233, 0.978, -2.674], [1.944, 2.071, -3.383], [-3.333, 2.484, -1.458], [0.377, -1.232, -5.252], [1.714, -0.056, -5.268], [0.054, 0.509, -5.355], [-4.595, -1.317, -2.333], [-4.328, 0.112, -3.339], [-5.093, 0.295, -1.764], [2.448, 2.724, -2.679], [1.220, 2.671, -3.940], [2.651, 1.654, -4.101], [-4.017, 2.587, -0.611], [-3.938, 2.414, -2.360], [-2.704, 3.369, -1.492], [4.710, -1.460, 1.099], [4.199, -1.213, -0.248], [5.222, -1.264, -1.296], [4.411, -0.962, -2.544], [3.050, -1.370, -2.184], [2.682, -2.688, -2.737], [2.954, -1.333, -0.783], [1.788, -1.425, -0.201], [1.755, -1.647, 1.252], [1.809, -0.295, 1.920], [0.584, 0.435, 1.603], [0.274, 1.322, 2.512], [-0.932, 1.901, 2.783], [-2.167, 1.842, 2.050], [-0.780, 2.991, 3.733], [0.499, 2.593, 4.449], [1.183, 1.759, 3.461], [2.549, 2.100, 3.072], [5.729, -1.079, 1.127], [4.738, -2.528, 1.321], [4.148, -0.940, 1.865], [5.710, -2.244, -1.313], [5.979, -0.506, -1.100], [4.751, -1.515, -3.417], [4.437, 0.104, -2.776], [2.478, -2.591, -3.802], [1.794, -3.063, -2.243], [3.491, -3.413, -2.599], [2.547, -2.325, 1.560], [0.829, -2.154, 1.503], [2.684, 0.245, 1.547], [1.925, -0.412, 3.002], [-2.183, 0.968, 1.420], [-2.296, 2.741, 1.441], [-2.999, 1.768, 2.753], [-1.639, 3.024, 4.403], [-0.698, 3.953, 3.215], [0.281, 2.019, 5.352], [1.119, 3.444, 4.723], [2.778, 3.109, 3.412], [2.649, 2.096, 1.991], [3.279, 1.417, 3.511], [-0.876, -2.486, 2.584], [-1.654, -1.853, 1.917], [-1.278, -1.200, 0.813], [-3.101, -1.738, 2.248], [-4.074, -1.587, 1.268], [-5.407, -1.464, 1.627], [-5.767, -1.477, 2.969], [-4.796, -1.641, 3.949], [-3.466, -1.786, 3.590], [-3.787, -1.605, 0.225], [-6.170, -1.370, 0.865], [-6.806, -1.374, 3.250], [-5.081, -1.665, 4.992], [-2.696, -1.930, 4.336]],
  "mulliken_charge": [-2.549, -1.904, 0.040, 1.172, -0.670, 0.923, -0.111, -0.280, -0.600, 0.969, 0.166, -2.122, 0.726, 1.526, -0.683, 0.721, -0.294, -0.344, -0.485, 1.102, 0.654, -2.145, -2.046, 0.474, 0.426, 0.361, 0.442, 0.469, 0.426, 0.474, 0.336, 0.580, 0.322, 0.573, 0.429, -0.945, 0.168, -0.753, -0.755, 0.647, -1.010, -0.159, 0.589, -2.327, -1.098, 1.426, -0.652, 0.369, -0.794, -0.620, -0.673, 0.153, -1.008, 0.317, 0.328, 0.375, 0.351, 0.503, 0.485, 0.295, 0.309, 0.166, 0.459, 0.703, 0.258, 0.624, 0.856, -0.187, 0.307, 0.369, 0.414, 0.297, 0.331, 0.386, 0.441, 0.278, 0.293, -0.678, 0.477, 0.454, 0.232, 0.221, -0.916, -0.458, -0.652, -0.846, 0.786, 0.449, 0.420, 0.427, 0.491],
  "total_charge": 1,
  "lumo_energy_ev": -4.30,
  "homo_lumo_gap_ev": 6.7
}


b) {
  "formula": "C27H41B2F4N10O6Ti",
  "method": "ωB97M-V with the def2-TZVPD basis set",
  "species": ["Ti", "C", "C", "N", "O", "B", "F", "F", "O", "N", "C", "C", "C", "N", "O", "B", "F", "F", "O", "N", "C", "C", "C", "H", "H", "H", "H", "H", "H", "H", "H", "H", "H", "H", "H", "C", "N", "C", "C", "N", "C", "C", "N", "C", "C", "N", "C", "N", "C", "C", "C", "N", "C", "H", "H", "H", "H", "H", "H", "H", "H", "H", "H", "H", "H", "H", "H", "H", "H", "H", "H", "H", "H", "H", "H", "H", "H", "O", "C", "O", "C", "C", "C", "C", "C", "C", "H", "H", "H", "H", "H"],
  "positions_angstrom": [[-1.154, -0.567, 1.205], [-4.317, 1.892, 2.854], [-3.469, 0.745, 2.445], [-2.891, 0.655, 1.305], [-3.001, 1.650, 0.413], [-2.562, 1.205, -0.945], [-3.524, 0.530, -1.640], [-2.122, 2.347, -1.592], [-1.379, 0.250, -0.698], [-0.795, -0.188, -1.944], [-0.474, -1.607, -2.076], [-0.310, -2.009, -3.508], [-0.364, -2.456, -1.044], [-0.624, -1.920, 0.188], [-0.470, -2.497, 1.463], [-1.694, -3.283, 2.084], [-1.291, -4.504, 2.475], [-2.703, -3.228, 1.143], [-2.076, -2.447, 3.289], [-2.327, -1.222, 2.814], [-3.252, -0.478, 3.287], [-4.114, -0.815, 4.443], [-0.062, -3.919, -1.066], [-3.906, 2.813, 2.446], [-4.388, 1.960, 3.937], [-5.324, 1.771, 2.446], [0.290, -1.282, -4.058], [-1.274, -2.101, -4.010], [0.197, -2.968, -3.583], [-3.837, -0.204, 5.306], [-3.989, -1.861, 4.708], [-5.158, -0.607, 4.207], [0.279, -4.262, -2.037], [-0.952, -4.485, -0.786], [0.707, -4.121, -0.318], [2.840, -2.130, 2.280], [3.216, -2.937, 1.136], [4.405, -3.765, 1.240], [4.573, -4.220, -0.196], [4.058, -3.074, -0.944], [3.785, -3.343, -2.344], [3.153, -2.393, -0.131], [2.383, -1.404, -0.374], [2.378, -0.696, -1.625], [1.539, 0.580, -1.444], [0.285, 0.650, -2.228], [-0.016, 1.744, -2.981], [-0.821, 1.782, -4.035], [-1.669, 0.756, -4.627], [-0.970, 3.167, -4.494], [0.229, 3.851, -3.852], [0.575, 2.934, -2.759], [0.826, 3.476, -1.426], [2.835, -2.765, 3.165], [1.846, -1.716, 2.140], [3.543, -1.304, 2.438], [4.256, -4.588, 1.937], [5.268, -3.172, 1.570], [3.964, -5.111, -0.396], [5.606, -4.430, -0.469], [4.628, -3.900, -2.750], [3.692, -2.429, -2.921], [2.880, -3.950, -2.477], [1.991, -1.270, -2.471], [3.393, -0.385, -1.905], [2.128, 1.437, -1.753], [1.311, 0.677, -0.381], [-1.125, 0.180, -5.374], [-2.494, 1.271, -5.115], [-2.079, 0.105, -3.865], [-1.928, 3.559, -4.144], [-0.941, 3.201, -5.581], [-0.008, 4.834, -3.451], [1.067, 3.948, -4.543], [0.171, 4.334, -1.268], [1.864, 3.791, -1.319], [0.591, 2.741, -0.664], [0.710, 0.398, 4.027], [0.360, 1.063, 3.093], [0.148, 0.512, 1.870], [0.100, 2.530, 3.158], [-0.514, 3.220, 2.116], [-0.769, 4.577, 2.240], [-0.398, 5.250, 3.397], [0.218, 4.564, 4.435], [0.460, 3.205, 4.321], [-0.805, 2.703, 1.211], [-1.257, 5.109, 1.433], [-0.592, 6.310, 3.491], [0.506, 5.090, 5.335], [0.932, 2.648, 5.120]],
  "mulliken_charge": [0.247, -1.785, 0.723, 0.231, -0.703, 0.563, -0.268, -0.275, 1.314, 0.428, -1.195, -1.878, 0.888, 0.616, -0.616, 0.829, -0.279, -0.390, -0.686, 0.774, 0.473, -1.715, -1.496, 0.398, 0.436, 0.351, 0.313, 0.321, 0.500, 0.339, 0.440, 0.425, 0.517, 0.275, 0.268, -0.831, 0.410, -0.633, -0.702, -0.042, -0.891, -0.034, 0.074, -1.389, -0.552, 1.136, -0.293, 0.072, -0.821, -0.663, -0.567, 0.091, -0.660, 0.346, -0.046, 0.317, 0.365, 0.323, 0.355, 0.382, 0.410, 0.284, 0.257, 0.017, 0.993, 0.453, -0.242, 0.278, 0.446, 0.172, 0.371, 0.467, 0.351, 0.337, 0.433, 0.302, -0.129, -0.625, 0.012, 0.386, 0.315, 0.663, -1.325, -0.507, -0.585, -0.861, 0.355, 0.461, 0.428, 0.423, 0.529],
  "total_charge": 1,
  "lumo_energy_ev": -3.62,
  "homo_lumo_gap_ev": 6.8
}


Most stable: a) (next structure +127.0 kJ/mol)


a) {
  "formula": "C3H12NO",
  "method": "ωB97M-V with the def2-TZVPD basis set",
  "species": ["C", "C", "C", "N", "H", "H", "H", "H", "H", "H", "H", "H", "H", "H", "H", "H", "O"],
  "positions_angstrom": [[1.496, -1.640, 0.349], [0.343, -0.668, 0.457], [-0.721, -1.168, -0.547], [0.682, 0.784, 0.188], [2.011, -1.796, 1.312], [2.014, -1.522, -0.619], [1.176, -2.725, 0.100], [0.024, -0.693, 1.501], [-0.345, -1.085, -1.570], [-1.085, -2.179, -0.368], [-1.574, -0.468, -0.394], [1.342, 1.142, 0.885], [-0.206, 1.373, 0.020], [1.211, 0.822, -0.699], [-2.120, 2.425, 0.428], [-1.928, 2.549, -1.088], [-1.511, 2.188, -0.301]],
  "lowdin_spin": [0.332, 0.168, 0.212, 0.004, 0.065, 0.036, 0.071, 0.001, 0.003, 0.005, 0.083, 0.002, 0.000, 0.001, 0.000, 0.000, 0.018],
  "total_charge": 2,
  "lumo_energy_ev": [-7.42, -15.58],
  "spin_multiplicity": 2,
  "homo_lumo_gap_ev": [13.5, 5.2],
  "s_squared": 0.7531
}


b) {
  "formula": "C3H12NO",
  "method": "ωB97M-V with the def2-TZVPD basis set",
  "species": ["C", "O", "H", "H", "H", "H", "C", "C", "N", "H", "H", "H", "H", "H", "H", "H", "H"],
  "positions_angstrom": [[2.358, -0.075, -0.547], [1.883, -0.160, 0.770], [1.958, 0.932, -0.832], [1.762, -0.785, -1.179], [3.430, -0.278, -0.614], [2.575, -0.543, 1.366], [-1.476, 1.013, -0.776], [-1.578, -0.411, -0.161], [-0.802, -0.550, 1.074], [-1.697, 1.731, 0.035], [-2.223, 1.220, -1.533], [-0.431, 1.221, -1.039], [-1.165, -1.121, -0.895], [-2.649, -0.600, -0.114], [-1.455, -0.162, 1.780], [-0.505, -1.482, 1.372], [0.013, 0.051, 1.292]],
  "lowdin_spin": [0.196, 0.625, 0.069, 0.097, 0.006, 0.003, 0.001, 0.001, 0.001, 0.000, 0.000, 0.000, 0.000, 0.000, 0.000, 0.000, -0.001],
  "total_charge": 2,
  "lumo_energy_ev": [-8.27, -15.09],
  "spin_multiplicity": 2,
  "homo_lumo_gap_ev": [12.3, 5.5],
  "s_squared": 0.7542
}


Most stable: a) (next structure +20.7 kJ/mol)


a) {
  "formula": "C5H10O2P",
  "method": "ωB97M-V with the def2-TZVPD basis set",
  "species": ["C", "C", "P", "O", "O", "C", "C", "C", "H", "H", "H", "H", "H", "H", "H", "H", "H", "H"],
  "positions_angstrom": [[0.469, -2.121, -0.383], [0.344, -0.739, 0.135], [-1.274, -0.166, 0.130], [-2.453, -0.815, 0.774], [-2.071, 0.645, -1.525], [-0.526, 1.354, 0.931], [0.758, 1.610, 0.131], [1.454, 0.243, 0.127], [1.457, -2.677, 0.089], [0.546, -2.398, -1.523], [-0.324, -2.769, -0.069], [-2.664, -0.082, -1.913], [-0.375, 0.979, 1.877], [-1.096, 2.191, 0.994], [1.163, 2.461, 0.764], [0.429, 2.079, -0.892], [2.053, -0.075, 1.130], [2.110, 0.281, -0.777]],
  "mulliken_charge": [-1.228, 0.303, 0.621, -0.778, -0.755, -1.188, -0.485, -0.367, 0.239, 0.166, 0.380, 0.242, 0.397, 0.570, 0.288, 0.205, 0.184, 0.206],
  "total_charge": -1,
  "lumo_energy_ev": 4.17,
  "homo_lumo_gap_ev": 6.7
}


b) {
  "formula": "C5H10O2P",
  "method": "ωB97M-V with the def2-TZVPD basis set",
  "species": ["C", "C", "C", "C", "C", "O", "O", "P", "H", "H", "H", "H", "H", "H", "H", "H", "H", "H"],
  "positions_angstrom": [[0.435, 1.014, -0.431], [-0.508, 0.215, 0.019], [-1.778, 0.746, 0.639], [-0.432, -1.284, -0.067], [2.080, 0.304, -1.121], [4.253, 1.216, 0.247], [3.881, -1.308, 0.097], [3.315, 0.064, 0.218], [0.458, 2.084, -0.381], [-1.729, 1.826, 0.772], [-2.640, 0.507, 0.012], [-1.938, 0.281, 1.613], [0.603, -1.613, -0.033], [-0.975, -1.743, 0.758], [-0.879, -1.633, -1.001], [1.809, -0.607, -1.635], [2.407, 1.073, -1.812], [2.462, 0.126, 1.341]],
  "mulliken_charge": [-0.773, 1.100, -1.309, -1.279, -0.857, -0.732, -0.737, 0.637, 0.319, 0.342, 0.270, 0.313, 0.348, 0.363, 0.249, 0.418, 0.408, -0.081],
  "total_charge": -1,
  "lumo_energy_ev": 3.42,
  "homo_lumo_gap_ev": 8.1
}


Most stable: b) (next structure +198.9 kJ/mol)